1.
This record from OMol25 describes a cluster of 11 separate species, C20H42N10O23 in total at a distorted geometry. The level of theory is wB97M-V/def2-TZVPD.

Geometry (Å):
C: -2.9123 -1.1810 -3.9962
C: -1.9562 -2.1561 -3.0764
C: -0.3269 -1.9716 -3.4061
O: 0.3665 -2.9155 -2.5160
C: 1.5015 -2.2963 -1.8142
C: 1.0992 -1.1508 -0.7125
C: -0.2014 -1.2819 -0.0016
C: -0.5929 -0.0685 1.0749
O: -1.2598 -0.2790 2.2215
C: -0.1172 1.4636 0.6035
C: 1.1975 1.6001 -0.1298
C: 2.0397 0.1788 -0.3728
O: 3.3706 0.0893 -0.2896
H: -2.9746 -0.0697 -3.5656
H: -2.5641 -1.1580 -5.1310
H: -4.0199 -1.6096 -3.8789
H: -2.1769 -1.8539 -1.9458
H: -2.1663 -3.3114 -3.2575
H: -0.1628 -2.1717 -4.5550
H: -0.0779 -0.8410 -3.2229
H: 2.2643 -1.8347 -2.5734
H: 2.0670 -3.1715 -1.2509
H: -0.9113 -2.2059 -0.2055
H: -0.7847 2.4286 0.7898
H: 1.6338 2.6129 -0.5219
C: 0.5804 -6.9725 -1.1059
N: 1.1881 -5.6536 -0.7819
O: 2.3509 -5.4594 -1.1547
O: 0.4805 -4.8507 -0.1625
H: 1.3117 -7.5746 -1.6491
H: 0.3106 -7.4517 -0.1626
H: -0.3009 -6.7866 -1.7233
C: 0.4402 -0.3005 4.6786
N: 0.6918 -0.5299 6.1269
O: 0.9111 0.4650 6.8277
O: 0.6619 -1.7021 6.5194
H: 0.4967 0.7709 4.4755
H: 1.2089 -0.8398 4.1212
H: -0.5569 -0.6838 4.4524
C: 0.2164 3.5237 7.0605
N: 0.8054 4.2467 5.9011
O: 1.7265 3.6879 5.2943
O: 0.3262 5.3547 5.6330
H: 0.7317 2.5684 7.1800
H: 0.3550 4.1499 7.9442
H: -0.8429 3.3663 6.8472
C: -4.0087 4.1177 4.2759
N: -2.9757 3.3414 5.0134
O: -2.4727 2.3733 4.4314
O: -2.6991 3.7258 6.1556
H: -4.1505 3.6698 3.2901
H: -4.9322 4.0722 4.8567
H: -3.6470 5.1440 4.1847
C: -6.1168 -2.0281 -7.4454
N: -5.8652 -2.2574 -5.9970
O: -5.6459 -1.2626 -5.2963
O: -5.8951 -3.4297 -5.6046
H: -6.0603 -0.9566 -7.6485
H: -5.3481 -2.5673 -8.0028
H: -7.1139 -2.4114 -7.6715
C: 3.1678 5.4840 -2.4830
N: 1.7477 5.1472 -2.7716
O: 1.2863 5.5218 -3.8559
O: 1.1363 4.5162 -1.9014
H: 3.5792 6.0365 -3.3304
H: 3.1842 6.0962 -1.5789
H: 3.7061 4.5452 -2.3368
C: 0.8624 1.1021 -6.0811
N: -0.2846 0.4661 -6.7836
O: -1.3522 0.3844 -6.1651
O: -0.0808 0.0670 -7.9361
H: 0.5415 1.4036 -5.0818
H: 1.6637 0.3626 -6.0222
H: 1.1667 1.9718 -6.6672
C: 1.4213 -4.3253 4.9759
N: 1.3981 -5.6408 4.2811
O: 2.4803 -6.2191 4.1281
O: 0.2942 -6.0556 3.9091
H: 2.4522 -4.0862 5.2455
H: 1.0207 -3.5807 4.2851
H: 0.7997 -4.4135 5.8694
C: 5.4862 -4.9696 -1.6114
N: 6.0751 -4.2466 -2.7707
O: 6.9963 -4.8053 -3.3775
O: 5.5960 -3.1386 -3.0388
H: 6.0015 -5.9249 -1.4919
H: 5.6248 -4.3434 -0.7276
H: 4.4269 -5.1269 -1.8246
C: -0.6468 8.1583 3.8416
N: -2.0669 7.8215 3.5530
O: -2.5283 8.1960 2.4687
O: -2.6783 7.1905 4.4231
H: -0.2354 8.7108 2.9942
H: -0.6304 8.7705 4.7456
H: -0.1085 7.2195 3.9877

Computed properties:
LUMO energy, eV: -1.574
SMILES string: CCCOCC1=CC(=O)C=CC1=O.C[N+](=O)[O-].C[N+](=O)[O-].C[N+](=O)[O-].C[N+](=O)[O-].C[N+](=O)[O-].C[N+](=O)[O-].C[N+](=O)[O-].C[N+](=O)[O-].C[N+](=O)[O-].C[N+](=O)[O-]
HOMO energy, eV: -9.80
Frontier orbital gap, Eh: 0.3023

---

2.
This record from OMol25 describes a cluster of 3 separate species, C20H42O10S4 in total at a distorted geometry. The level of theory is wB97M-V/def2-TZVPD.

Geometry (Å):
C: 4.9573 -1.2771 2.8539
O: 4.7447 -1.9171 1.6263
C: 5.5589 -1.4054 0.5822
C: 5.1594 0.0130 0.1811
C: 5.6132 0.3712 -1.2297
C: 5.0109 1.6772 -1.7711
C: 5.0085 2.8632 -0.7919
C: 3.6204 3.1409 -0.2299
C: 3.6156 4.2221 0.8498
C: 2.2155 4.6449 1.3098
C: 1.2320 3.4786 1.4361
C: 0.0693 3.7269 2.3932
O: -1.1924 3.6532 1.6683
S: -2.2109 2.6086 2.3059
O: -1.7108 1.2819 2.0463
O: -3.2758 2.8778 1.0799
C: -4.5717 2.4250 1.3886
S: -5.0637 1.2548 0.0926
O: -3.9666 1.0451 -0.7967
O: -6.3157 1.7029 -0.4394
H: 4.4683 -0.2986 2.9101
H: 4.5424 -1.8976 3.6444
H: 6.0235 -1.1274 3.0559
H: 6.6054 -1.4474 0.8979
H: 5.3805 -2.0754 -0.2555
H: 5.5632 0.7139 0.9108
H: 4.0674 0.0259 0.2098
H: 5.2616 -0.4296 -1.8850
H: 6.7013 0.3844 -1.3130
H: 5.5191 1.9517 -2.6945
H: 3.9797 1.4545 -2.0546
H: 5.4013 3.7575 -1.2778
H: 5.6714 2.6637 0.0517
H: 3.2686 2.2110 0.2180
H: 2.9209 3.4178 -1.0216
H: 4.1562 5.0914 0.4704
H: 4.1867 3.8691 1.7139
H: 2.2725 5.2246 2.2307
H: 1.8200 5.3256 0.5510
H: 1.7263 2.5524 1.7224
H: 0.7924 3.2917 0.4579
H: 0.0831 2.9548 3.1639
H: 0.1125 4.6891 2.8968
H: -5.2897 3.2406 1.3764
H: -4.6248 1.9025 2.3479
H: -5.2690 0.0998 0.7734
C: -5.0573 -1.6679 -2.9339
C: -3.5989 -2.1448 -2.8694
C: -3.6099 -3.6706 -3.0134
S: -5.0747 -4.0697 -3.9786
O: -5.9865 -4.8207 -3.1508
O: -4.6915 -4.5616 -5.2775
C: -5.6842 -2.3915 -4.1203
H: -5.1195 -0.5865 -3.0432
H: -5.5803 -1.9439 -2.0145
H: -3.0351 -1.6994 -3.6908
H: -3.1119 -1.8474 -1.9436
H: -2.7379 -4.0523 -3.5369
H: -3.7097 -4.1689 -2.0516
H: -6.7714 -2.4071 -4.1093
H: -5.3245 -1.9929 -5.0683
C: -2.2580 -2.0518 1.9681
C: -1.6433 -3.4264 2.2713
C: -1.4962 -4.1649 0.9346
S: -1.2958 -2.8867 -0.3174
O: -2.4404 -2.9263 -1.1964
O: 0.0397 -2.9303 -0.8521
C: -1.4715 -1.4926 0.7894
H: -2.2056 -1.3821 2.8245
H: -3.3095 -2.1702 1.6927
H: -0.6618 -3.2922 2.7296
H: -2.2543 -3.9997 2.9670
H: -0.6272 -4.8165 0.9021
H: -2.3913 -4.7293 0.6807
H: -1.9730 -0.6837 0.2641
H: -0.4744 -1.1767 1.0916

Computed properties:
LUMO energy, eV: -0.053
ΔE to the lowest compared entry with this formula, charge and spin, kcal per mole: 63.3
HOMO energy, eV: -9.27
Frontier orbital gap, Eh: 0.3388

---

3.
This record from OMol25 describes a structure of composition C20H42OP2ReSi at a distorted geometry. The level of theory is wB97M-V/def2-TZVPD.

Geometry (Å):
Re: 0.2208 -0.0127 -0.0917
Si: 2.1954 -0.4984 1.1352
P: 0.6696 2.2990 0.2136
P: -0.2658 -2.2740 -0.1261
H: -0.4369 -0.3169 -1.8577
C: -0.5844 3.3713 -0.5684
H: -0.2350 4.4117 -0.5351
H: -1.5409 3.2954 -0.0373
H: -0.7487 3.0820 -1.6138
C: 2.2420 2.9277 -0.4751
H: 2.3115 4.0018 -0.2613
H: 2.2760 2.7632 -1.5583
H: 3.0832 2.4021 -0.0083
C: 0.7568 2.9445 1.9259
H: 0.9216 4.0293 1.8855
H: 1.5866 2.4673 2.4576
H: -0.1754 2.7372 2.4632
C: -1.8554 -2.6589 -0.9509
H: -1.8502 -3.7178 -1.2457
H: -1.9683 -2.0249 -1.8411
H: -2.6925 -2.4610 -0.2656
C: 0.9455 -3.3512 -0.9671
H: 0.5364 -4.3707 -0.9839
H: 1.8991 -3.3410 -0.4234
H: 1.1156 -3.0025 -1.9937
C: -0.5184 -3.1587 1.4550
H: -0.6965 -4.2199 1.2362
H: -1.3908 -2.7385 1.9704
H: 0.3615 -3.0494 2.0975
C: 3.8108 -0.7882 0.2090
H: 4.0845 0.1057 -0.3690
H: 3.7229 -1.6491 -0.4682
H: 4.5968 -0.9927 0.9543
H: 2.6177 0.5517 2.1014
H: 2.1273 -1.7267 1.9748
C: 1.0212 0.1977 -2.9496
O: 1.6081 0.3039 -1.7989
C: 0.0173 1.1722 -3.4518
H: 0.0187 1.1404 -4.5498
H: 0.1981 2.2142 -3.1397
H: -1.0093 0.8982 -3.1662
C: 1.7287 -0.6145 -3.9802
H: 1.0039 -0.9987 -4.6965
H: 2.2644 -1.4673 -3.5358
H: 2.4623 0.0180 -4.5159
C: -2.7181 1.5772 2.4998
C: -2.5712 0.3688 1.5558
C: -3.3251 0.6712 0.2636
C: -1.0882 0.1427 1.3040
C: -3.1298 -0.8912 2.2686
C: -2.5858 -1.2355 3.5125
C: -3.0324 -2.3602 4.2015
C: -4.0340 -3.1640 3.6485
C: -4.5878 -2.8231 2.4097
C: -4.1443 -1.6867 1.7288
H: -2.3685 2.4911 2.0084
H: -2.1523 1.4426 3.4284
H: -3.7727 1.7210 2.7713
H: -2.9841 1.6221 -0.1614
H: -3.1756 -0.1152 -0.4853
H: -4.3971 0.7632 0.4835
H: -0.6103 0.0074 2.2970
H: -1.7827 -0.6248 3.9379
H: -2.5974 -2.6019 5.1752
H: -4.3966 -4.0456 4.1920
H: -5.3768 -3.4362 1.9676
H: -4.6140 -1.4241 0.7720

Computed properties:
LUMO energy (alpha / beta), eV: 0.037 / -0.330
2S+1: 4
HOMO energy (alpha / beta), eV: -4.66 / -7.19
Frontier orbital gap (alpha / beta), Eh: 0.1725 / 0.2522

---

4.
This record from OMol25 describes a structure of composition C20H43BiN2P3Se at a distorted geometry. The level of theory is wB97M-V/def2-TZVPD.

Geometry (Å):
Bi: 0.2699 -0.0893 -0.1814
P: -1.6742 -0.6975 2.0980
P: 1.3094 -2.6209 -0.1922
P: -2.1472 -0.9025 -1.3758
H: 0.5802 2.8554 -0.5079
C: -0.5110 2.7049 -0.5591
C: -1.2952 2.8353 0.5397
H: -0.8670 2.8345 1.5646
C: -1.3189 -0.2347 3.8551
C: -2.0078 -2.4770 2.4499
C: -3.4201 -0.0959 2.0996
C: 2.4451 -2.7812 -1.6168
C: 2.3645 -2.9289 1.2468
C: 0.2147 -4.0471 -0.3203
C: -3.3994 0.4217 -1.6055
C: -3.1934 -2.3250 -0.9072
C: -1.7611 -1.3398 -3.1185
H: -0.9243 2.5219 -1.5673
H: -2.3827 2.7516 0.4985
H: -1.1238 0.8428 3.9294
H: -0.4348 -0.7718 4.2247
H: -2.1705 -0.4751 4.5179
H: -1.0638 -3.0003 2.6411
H: -2.5258 -2.9834 1.6300
H: -2.6316 -2.5474 3.3499
H: -3.4294 1.0007 2.0876
H: -3.8932 -0.4408 3.0296
H: -4.0161 -0.4561 1.2550
H: 2.9845 -3.7396 -1.5670
H: 3.1769 -1.9624 -1.6101
H: 1.8931 -2.7297 -2.5651
H: 3.1446 -3.6613 1.0068
H: 1.7603 -3.3135 2.0762
H: 2.8368 -1.9897 1.5566
H: 0.8065 -4.9634 -0.4143
H: -0.4343 -3.9680 -1.1972
H: -0.4040 -4.1315 0.5770
H: -4.0270 0.1501 -2.4707
H: -2.9083 1.3880 -1.7944
H: -4.0280 0.5065 -0.7073
H: -3.8618 -2.5286 -1.7550
H: -3.8042 -2.1121 -0.0227
H: -2.5832 -3.2171 -0.7206
H: -2.7253 -1.4068 -3.6461
H: -1.2401 -2.3086 -3.1704
H: -1.1222 -0.5711 -3.5841
C: 1.5147 2.2527 -4.0155
C: 1.0854 3.5061 -3.5453
C: 1.2658 4.6342 -4.3648
C: 1.8720 4.5447 -5.6230
C: 2.2960 3.2759 -6.0699
C: 2.1143 2.1390 -5.2769
Se: 1.3140 0.5615 -3.0026
H: 1.4619 1.0779 -1.5045
H: 0.6287 3.5988 -2.5630
H: 0.9172 5.6159 -4.0148
H: 2.0018 5.4481 -6.2511
H: 2.7584 3.1779 -7.0556
H: 2.4464 1.1624 -5.6482
C: 2.3979 2.3813 4.7847
N: 2.4574 1.0391 4.2065
C: 2.9827 -0.0091 5.0924
C: 1.9653 0.7704 3.0321
N: 1.5243 0.4749 1.9729
H: 2.9433 2.3298 5.7344
H: 1.3569 2.6877 4.9648
H: 2.8678 3.1100 4.1023
H: 2.2313 -0.2976 5.8408
H: 3.2981 -0.8877 4.5198
H: 3.8416 0.4109 5.6279

Computed properties:
LUMO energy, eV: -9.880
Charge: +3
ΔE to the lowest compared entry with this formula, charge and spin, kcal per mole: 0.0
HOMO energy, eV: -16.12
Frontier orbital gap, Eh: 0.2293

---

5.
This record from OMol25 describes a structure of composition C20H43Ca2O10S3 at a distorted geometry. The level of theory is wB97M-V/def2-TZVPD.

Geometry (Å):
Ca: -4.0635 1.8469 -2.5400
Ca: -2.1009 4.4709 -1.0736
C: -0.9241 0.0461 0.3535
C: -1.8019 1.0706 -0.2873
O: -2.7015 0.6380 -1.0447
O: -1.6417 2.2918 -0.1075
H: -1.2519 -0.4670 1.2576
H: -0.0262 0.6243 0.5715
H: -0.7433 -0.7178 -0.4028
C: -0.2878 -3.6034 2.2264
C: -0.2054 -4.7024 1.2511
C: -0.9277 -4.1411 -0.0509
O: 1.1244 -4.9029 0.8787
H: 0.5236 -3.7662 2.9358
H: -1.2599 -3.3906 2.6711
H: 0.0585 -2.6331 1.8704
H: -0.6940 -5.5716 1.6913
H: -1.2150 -4.8925 -0.7864
H: -0.5188 -3.3510 -0.6807
H: -1.9192 -3.7593 0.1924
H: 1.6142 -4.5138 1.6069
C: -1.1750 0.7639 6.2225
C: -1.3231 1.7748 5.1083
C: -1.1664 1.2080 3.6847
O: -2.7051 2.1790 5.1512
H: -1.9828 0.0394 6.3260
H: -0.8980 1.3074 7.1259
H: -0.4389 0.0024 5.9650
H: -0.8648 2.7460 5.2946
H: -1.5017 1.8621 2.8798
H: -1.7258 0.2729 3.6575
H: -0.1055 0.9586 3.7026
H: -2.7993 2.6917 4.3451
C: -1.9215 -2.0579 -5.9183
C: -1.1196 -1.7538 -4.5868
C: -2.0581 -1.7809 -3.3042
S: -3.8257 -1.7248 -3.9171
O: -4.4152 -0.4844 -3.3544
O: -4.4678 -3.0128 -3.6252
C: -3.4220 -1.6737 -5.7103
H: -1.7679 -3.0989 -6.2026
H: -1.7264 -1.4062 -6.7700
H: -0.7407 -0.7318 -4.5982
H: -0.2718 -2.3902 -4.3332
H: -1.9131 -0.8336 -2.7849
H: -1.7821 -2.6420 -2.6955
H: -3.4636 -0.6224 -5.9951
H: -4.1732 -2.1976 -6.3014
C: 2.4238 3.4485 2.4176
C: 3.1091 3.8639 1.0861
C: 2.5871 5.3065 0.7516
S: 0.7676 5.2937 1.1144
O: -0.0800 4.5895 0.1251
O: 0.2425 6.5311 1.7342
C: 1.0239 4.1804 2.5996
H: 3.0014 3.8079 3.2693
H: 2.2735 2.3729 2.5102
H: 2.7929 3.0906 0.3860
H: 4.1838 3.7449 1.2244
H: 2.8480 5.7513 -0.2087
H: 2.8568 6.0848 1.4655
H: 0.1780 3.5266 2.8120
H: 1.1503 4.8104 3.4801
C: 2.7863 -0.7703 -2.9373
C: 2.4582 -2.1403 -2.2357
C: 2.5562 -2.1862 -0.6652
S: 3.6763 -0.7130 -0.4668
O: 5.0827 -1.1471 -0.6067
O: 3.2086 -0.0731 0.7794
C: 3.0852 0.3476 -1.9209
H: 1.9062 -0.3817 -3.4496
H: 3.6164 -0.8295 -3.6411
H: 3.1312 -2.8679 -2.6893
H: 1.4326 -2.4052 -2.4926
H: 2.9074 -3.0377 -0.0824
H: 1.5403 -2.0673 -0.2884
H: 3.8458 1.0657 -2.2275
H: 2.1252 0.8320 -1.7423

Computed properties:
LUMO energy, eV: -13.535
Charge: +3
HOMO energy, eV: -15.77
Frontier orbital gap, Eh: 0.0820

---

6.
This record from OMol25 describes a structure of composition C20H43DyN2OP3 at a distorted geometry. The level of theory is wB97M-V/def2-TZVPD.

Geometry (Å):
Dy: -0.1232 0.1825 -0.1796
P: 1.9562 1.5672 1.3958
P: -1.3037 2.6168 -0.6311
P: 2.2048 -0.5974 -1.6795
H: -1.7804 -4.0610 0.8407
C: -1.0011 -4.7048 0.4168
C: 0.2677 -4.6815 0.9213
H: 0.5615 -4.0147 1.7051
C: 1.3406 2.2787 2.9620
C: 2.7612 3.0173 0.6250
C: 3.3793 0.5978 2.0120
C: -3.0065 2.4483 -1.3421
C: -1.6022 3.8133 0.7298
C: -0.5333 3.7640 -1.8350
C: 2.8210 -2.1889 -1.0206
C: 3.7068 0.4237 -1.8312
C: 1.8316 -1.0224 -3.4086
H: -1.2918 -5.3937 -0.3569
H: 1.0262 -5.3826 0.5128
H: 1.3782 1.5226 3.7544
H: 0.3040 2.6221 2.8475
H: 1.9751 3.1277 3.2414
H: 2.0019 3.6975 0.2142
H: 3.4297 2.7067 -0.1867
H: 3.3346 3.5419 1.3988
H: 3.0340 -0.0577 2.8191
H: 4.1412 1.2828 2.4042
H: 3.8162 -0.0223 1.2199
H: -2.9421 1.9939 -2.3357
H: -3.4492 3.4169 -1.3846
H: -3.5765 1.7639 -0.6888
H: -1.8936 4.7895 0.2970
H: -0.6916 3.9498 1.3257
H: -2.4039 3.4510 1.3793
H: -0.9487 4.7822 -1.7078
H: -0.7198 3.4248 -2.8596
H: 0.5517 3.8061 -1.6723
H: 3.3442 -2.7126 -1.8298
H: 1.9910 -2.8136 -0.6613
H: 3.5077 -2.0070 -0.1841
H: 4.3816 -0.0339 -2.5647
H: 4.2268 0.5313 -0.8729
H: 3.4209 1.4232 -2.1858
H: 2.5735 -1.7489 -3.7607
H: 1.8749 -0.1135 -4.0219
H: 0.8275 -1.4583 -3.4923
C: -1.8193 -1.4979 -2.1016
C: -2.8942 -0.7990 -2.6249
C: -3.3042 -1.1677 -3.9181
C: -2.7000 -2.2516 -4.5928
C: -1.7316 -3.0192 -3.9118
C: -1.3280 -2.6709 -2.6400
O: -1.1825 -1.0219 -1.0198
H: -1.5646 1.0476 -0.5993
H: -3.2963 0.0121 -2.0299
H: -4.1134 -0.5951 -4.3956
H: -3.0082 -2.4902 -5.6249
H: -1.3172 -3.8927 -4.4450
H: -0.6598 -3.2882 -2.0676
C: -2.1381 0.3298 4.9559
N: -1.4135 -0.7083 4.1881
C: -0.8781 -1.8681 4.9345
C: -1.1844 -0.5611 2.9410
N: -0.9612 -0.3715 1.7760
H: -2.2814 -0.0516 5.9688
H: -3.1148 0.5334 4.4951
H: -1.5642 1.2687 5.0001
H: -1.1981 -2.8076 4.4617
H: 0.2221 -1.8458 4.9697
H: -1.2733 -1.8119 5.9509

Computed properties:
LUMO energy (alpha / beta), eV: -11.948 / -11.834
2S+1: 6
Charge: +3
ΔE to the lowest compared entry with this formula, charge and spin, kcal per mole: 0.0
HOMO energy (alpha / beta), eV: -16.22 / -16.24
Frontier orbital gap (alpha / beta), Eh: 0.1570 / 0.1621